1.
Molecular formula: C31H44I2N3O9P2
Method: DFT, ωB97M-V/def2-TZVPD

Calculated values
- Net charge: -1

Each line ends with the Löwdin charge.
CARTESIAN COORDINATES (ANGSTROEM)
C -5.93438 -1.22823 0.00797  -0.0754
C -5.75639 -0.91361 -1.50102  -0.2683
O -5.62768 -2.05465 -2.34252  -0.1636
C -4.63128 -2.95612 -1.89311  -0.2305
C -3.20021 -2.35810 -1.76092  -0.1447
C -2.37192 -2.27732 -3.08303  -0.5771
P -2.22249 -3.79827 -4.13870  1.0085
C -1.79634 -5.31487 -3.13068  -0.3988
C -0.32293 -5.82718 -3.24322  -0.1618
C -1.09512 -3.52951 -5.59618  -0.3992
C 0.42091 -3.27566 -5.28358  -0.1726
C -2.78405 -0.90906 -3.74697  -0.2393
O -2.11810 0.15387 -3.05380  -0.4245
P -0.46864 -0.39361 -2.75447  0.3720
C -0.52819 -0.17259 -0.85242  -0.8143
I -1.21761 1.88267 -0.46686  0.8349
C 0.81373 -0.43742 -0.11590  -0.7913
C 0.48668 -0.51941 1.42164  -0.2403
I 1.65796 -2.41055 -0.58932  0.9612
O -1.01468 -2.03974 -2.60847  -0.4483
H -4.95251 -1.58706 0.38502  0.0686
H -6.14204 -0.29493 0.55321  0.0736
H -6.64979 -2.04133 0.20644  0.0777
H -4.90692 -0.23608 -1.71442  0.1076
H -6.67275 -0.38605 -1.83463  0.1162
H -4.90476 -3.48804 -0.95548  0.1113
H -4.57349 -3.75079 -2.66418  0.0942
H -3.15397 -1.36296 -1.29150  0.0977
H -2.63737 -3.04169 -1.08635  0.1160
H -2.52725 -6.11203 -3.33535  0.0543
H -1.94466 -5.02941 -2.06551  0.0663
H -0.18208 -6.58270 -2.43977  0.0626
H -0.19647 -6.32261 -4.21907  0.0622
H 0.42331 -5.03972 -3.05652  0.0502
H -1.47997 -2.64124 -6.13529  0.0577
H -1.25280 -4.37285 -6.29562  0.0580
H 0.62611 -2.98068 -4.24529  0.0370
H 0.95646 -4.23797 -5.44800  0.0528
H 0.86386 -2.55506 -5.99437  0.0610
H -2.56209 -0.78347 -4.82682  0.0965
H -3.84314 -0.60000 -3.63214  0.1105
H -0.05390 0.98526 -2.99670  -0.0461
H 0.94280 -0.68024 -2.83751  -0.0551
H -0.41800 -0.50969 -4.22003  -0.0002
H -1.26698 -0.86648 -0.40775  0.0363
H 1.54320 0.36833 -0.29571  0.0700
H 1.39703 -0.63498 2.03570  0.0579
H -0.17027 0.29929 1.75177  0.0238
H -0.08524 -1.46090 1.55865  0.0483
C -1.74439 5.95922 3.93882  -0.0970
C -1.68273 5.25113 2.74545  -0.0606
C -2.46926 4.12270 2.56377  -0.0020
C -3.31672 3.71859 3.58696  -0.1400
C -3.38058 4.41489 4.78643  -0.0066
C -2.58868 5.53999 4.95945  -0.0724
N -4.16910 2.54533 3.39752  -0.3601
O -4.08229 1.94726 2.35087  0.0736
O -4.92111 2.24098 4.30283  0.0629
H -1.13259 6.84250 4.07408  0.0999
H -1.02216 5.57912 1.95370  0.1090
H -2.41132 3.57893 1.62907  0.0273
H -4.03771 4.09518 5.58292  0.1147
H -2.63155 6.09257 5.88913  0.1042
C 6.21015 -2.67560 -0.38983  -0.0644
C 7.46595 -3.26449 -0.29305  -0.0750
C 7.58052 -4.64188 -0.17804  -0.0141
C 6.42929 -5.41749 -0.16551  -0.1516
C 5.16974 -4.83923 -0.25458  0.0067
C 5.06315 -3.45981 -0.36661  -0.0988
N 6.54859 -6.87150 -0.06815  -0.3633
O 7.66295 -7.34386 0.02767  0.0650
O 5.52998 -7.52668 -0.09098  0.0783
H 6.12427 -1.59980 -0.48504  0.1087
H 8.35634 -2.64914 -0.31026  0.1028
H 8.55946 -5.09387 -0.10310  0.1136
H 4.27404 -5.44510 -0.23993  0.1198
H 4.08142 -2.99221 -0.43977  -0.0862
C 4.08884 9.12478 4.65088  -0.0768
C 4.14527 8.41264 3.45894  -0.0668
C 3.35754 7.28363 3.28569  0.0019
C 2.51540 6.88238 4.31285  -0.1442
C 2.45572 7.58124 5.50997  -0.0032
C 3.24870 8.70768 5.67629  -0.0703
N 1.66602 5.70691 4.12452  -0.3510
O 1.75523 5.11032 3.07530  0.0933
O 0.91623 5.40046 5.02607  0.0712
H 4.70120 10.00875 4.78085  0.1049
H 4.80151 8.73927 2.66308  0.1075
H 3.40568 6.73361 2.35622  0.1216
H 1.80202 7.26316 6.31003  0.1185
H 3.20939 9.26288 6.60424  0.1058


2.
Molecular formula: C31H44N2O3
Method: DFT, ωB97M-V/def2-TZVPD

Calculated values
- SMILES string: CCCCCCc1ccc(N2C[C@H](CCCCC)[C@@H](CC(=O)NCc3ccc(OC)cc3)C2=O)cc1

Each line ends with the natural charge from an NBO analysis.
CARTESIAN COORDINATES (ANGSTROEM)
C -6.89457 -0.08661 -2.88589  -0.5994
C -5.95897 -0.79238 -1.91223  -0.3924
C -6.15093 -0.30145 -0.47972  -0.3850
C -5.18453 -0.98168 0.48603  -0.4160
C -5.31038 -0.43723 1.90537  -0.3767
H -5.20553 0.64952 1.88491  0.1928
H -6.30313 -0.66708 2.30038  0.1998
C -4.24830 -1.02771 2.84018  -0.4167
C -2.85845 -0.60194 2.46125  -0.0124
C -2.46206 0.72235 2.60259  -0.2084
C -1.18618 1.13413 2.27857  -0.2355
C -0.24452 0.21858 1.81135  0.2157
C -0.63730 -1.10932 1.65888  -0.2620
C -1.92543 -1.50378 1.97289  -0.2073
H -2.20124 -2.54112 1.84537  0.2091
H 0.05832 -1.85594 1.30927  0.2118
N 1.07482 0.60755 1.52170  -0.4452
C 1.64933 1.79510 1.82503  0.7125
O 1.10988 2.77656 2.30093  -0.6521
C 3.13174 1.72572 1.47929  -0.2884
C 3.64744 3.04116 0.88021  -0.4808
C 2.92752 3.33483 -0.42814  0.6796
O 3.39573 3.04069 -1.51197  -0.6508
N 1.72942 3.93306 -0.27123  -0.6182
H 1.35296 4.00579 0.66519  0.4237
C 0.77040 3.99583 -1.36085  -0.2457
C -0.07385 2.74649 -1.38116  -0.0627
C 0.45240 1.57073 -1.89555  -0.1952
C -0.27157 0.39132 -1.87556  -0.3278
C -1.55326 0.37679 -1.33917  0.3814
C -2.08653 1.55481 -0.81723  -0.2737
C -1.35031 2.72014 -0.83234  -0.1849
H -1.77507 3.62324 -0.41914  0.2112
H -3.08047 1.52672 -0.40095  0.2240
O -2.36345 -0.71836 -1.28518  -0.5239
C -1.88136 -1.94490 -1.77286  -0.2513
H -1.64461 -1.89038 -2.84049  0.1789
H -0.99725 -2.27723 -1.21962  0.1738
H -2.68970 -2.65841 -1.62013  0.2024
H 0.16762 -0.50177 -2.29334  0.2175
H 1.44419 1.57991 -2.32274  0.2330
H 1.34707 4.07965 -2.28547  0.2351
H 0.15125 4.88574 -1.23031  0.2045
H 3.47518 3.84736 1.59408  0.2340
H 4.71550 2.95505 0.67868  0.2333
C 3.25082 0.50382 0.56548  -0.2306
C 4.56598 -0.25071 0.74168  -0.3726
C 4.71977 -1.40432 -0.24699  -0.3945
H 3.90990 -2.12332 -0.10426  0.1897
C 6.05954 -2.11682 -0.07716  -0.3871
C 6.22727 -3.27333 -1.05952  -0.3872
C 7.56623 -3.97783 -0.87975  -0.5997
H 8.38703 -3.28235 -1.04038  0.2012
H 7.66708 -4.79696 -1.58783  0.2081
H 7.65305 -4.38160 0.12680  0.1999
H 6.15181 -2.89199 -2.08015  0.1947
H 5.41688 -3.99159 -0.91384  0.1915
H 6.13937 -2.49821 0.94391  0.1918
H 6.86972 -1.39953 -0.22561  0.1952
H 4.64375 -1.01490 -1.26422  0.2015
H 4.63468 -0.63363 1.76383  0.1928
H 5.38962 0.45031 0.59275  0.2065
C 2.01530 -0.32949 0.93097  -0.2018
H 1.56746 -0.79653 0.05146  0.2111
H 2.27412 -1.10850 1.65943  0.1878
H 3.17339 0.83135 -0.47437  0.2346
H 3.66497 1.54533 2.42174  0.2314
H -0.91115 2.16614 2.40568  0.2548
H -3.16374 1.45030 2.98343  0.2101
H -4.45438 -0.69416 3.86106  0.2139
H -4.31853 -2.11717 2.82079  0.2036
H -4.16407 -0.82799 0.13341  0.2276
H -5.37743 -2.05767 0.49272  0.1886
H -7.18102 -0.48729 -0.16384  0.1908
H -5.98771 0.77879 -0.44998  0.1894
H -6.13963 -1.86941 -1.95174  0.1888
H -4.92268 -0.61739 -2.20806  0.2024
H -6.71260 0.98597 -2.87848  0.2001
H -7.93340 -0.25835 -2.61090  0.1983
H -6.74320 -0.45250 -3.89897  0.2058


Values of gap between HOMO and LUMO, in order: 0.1789 0.3182, all in Ha.
Values of energy relative to the best compared isomer or geometry (same formula, charge and spin), in order: 1.682 0.000, all in eV.